Entry a
{"formula": "CH3N3OS", "method": "ωB97M-V/def2-TZVPD", "homo_energy_ev": [-9.05, -8.30], "molar_mass_g_mol": 105.122, "total_charge": 0, "homo_lumo_gap_ev": [8.87, 6.69], "lumo_energy_ev": [-0.2, -1.6], "species": ["C", "N", "N", "N", "O", "S", "H", "H", "H"], "positions_angstrom": [[-1.08051, -0.50130, 0.83689], [-0.31897, -1.28138, 1.22225], [0.89576, 1.00548, -0.13151], [1.36615, -0.13164, -0.47347], [-2.53474, 0.17242, -1.07124], [-1.84076, 0.75933, 0.05214], [1.27086, 1.33582, 0.68651], [0.90946, -0.47622, -1.42421], [1.33274, -0.88251, 0.30263]]}



Entry b
{"formula": "CH3N3OS", "method": "ωB97M-V/def2-TZVPD", "homo_energy_ev": -9.66, "smiles": "O=CNS.N#N", "molar_mass_g_mol": 105.122, "total_charge": 0, "homo_lumo_gap_ev": 10.24, "lumo_energy_ev": 0.6, "species": ["C", "N", "N", "N", "O", "S", "H", "H", "H"], "positions_angstrom": [[-0.65338, 1.03003, 0.35383], [2.91663, -0.23751, -0.74760], [3.50665, 0.21916, 0.04521], [-0.89699, -0.19629, -0.31039], [-0.32984, 1.22493, 1.49742], [-0.59762, -1.67660, 0.30467], [-0.92387, 1.82399, -0.31934], [-1.89904, -2.09485, 0.47487], [-1.12255, -0.09285, -1.29866]]}



Energies relative to the minimum, kcal/mol: entry a 117.3; entry b 0.0



Entry a
{"formula": "C8H6N2O2", "method": "ωB97M-V/def2-TZVPD", "homo_energy_ev": -8.63, "smiles": "O=c1[nH]c2ncccc2cc1O", "molar_mass_g_mol": 162.148, "total_charge": 0, "homo_lumo_gap_ev": 8.71, "lumo_energy_ev": 0.1, "species": ["C", "C", "C", "C", "C", "C", "C", "C", "H", "H", "H", "H", "H", "H", "N", "N", "O", "O"], "positions_angstrom": [[2.12076, 0.54664, -0.02575], [0.96762, 1.22984, 0.17689], [-0.33206, 0.58366, 0.12932], [-1.55181, 1.22304, -0.01021], [-2.76733, 0.48540, -0.02507], [-2.69174, -0.86670, -0.08127], [-0.40278, -0.81759, 0.04253], [2.02987, -0.90829, 0.01922], [3.89448, 0.33282, -0.07148], [1.08003, 2.29903, 0.31520], [-1.59839, 2.32381, -0.18831], [-3.70325, 1.08633, -0.09942], [-3.56190, -1.45929, -0.20202], [0.82026, -2.55508, 0.18362], [-1.51197, -1.53232, -0.03046], [0.81263, -1.51190, 0.04002], [3.29335, 1.07065, -0.17450], [3.10222, -1.53004, 0.00167]]}



Entry b
{"formula": "C8H6N2O2", "method": "ωB97M-V/def2-TZVPD", "homo_energy_ev": -9.59, "smiles": "O=c1[nH]nc(-c2ccccc2)o1", "molar_mass_g_mol": 162.148, "total_charge": 0, "homo_lumo_gap_ev": 10.30, "lumo_energy_ev": 0.7, "species": ["C", "C", "C", "C", "C", "C", "C", "C", "H", "H", "H", "H", "H", "H", "N", "N", "O", "O"], "positions_angstrom": [[3.34339, 0.23395, -0.39124], [1.28356, -0.08304, 0.18095], [-0.23712, -0.04248, 0.02098], [-0.94226, 1.16374, 0.47580], [-2.29182, 1.16113, 0.31939], [-3.01876, 0.12071, -0.21752], [-2.28565, -0.99511, -0.68965], [-0.93547, -1.06757, -0.49365], [3.91124, -0.99471, 1.41070], [-0.37042, 2.05804, 0.67757], [-2.86296, 1.98497, 0.65475], [-3.85711, 0.20934, -0.36051], [-2.89470, -1.75063, -0.93129], [-0.20961, -1.86998, -0.88748], [3.20968, -0.52825, 0.83855], [1.80751, -0.72517, 1.12452], [4.29672, 0.60560, -0.97004], [2.05378, 0.51945, -0.76187]]}



Energies relative to the minimum, kcal/mol: entry a 0.0; entry b 75.1



Entry a
{"formula": "C28H28Br2Cl2N4OOsS2", "method": "ωB97M-V/def2-TZVPD", "homo_energy_ev": [-13.49, -13.49], "molar_mass_g_mol": 921.637, "total_charge": 2, "homo_lumo_gap_ev": [6.41, 6.41], "lumo_energy_ev": [-7.1, -7.1], "species": ["Os", "C", "C", "C", "C", "C", "C", "Br", "C", "C", "Br", "C", "O", "C", "N", "H", "H", "H", "H", "H", "H", "Cl", "C", "C", "C", "C", "C", "Cl", "C", "S", "H", "H", "H", "C", "N", "C", "C", "C", "C", "C", "C", "C", "C", "H", "H", "H", "H", "H", "H", "H", "H", "H", "H", "H", "H", "H", "S", "C", "N", "C", "C", "N", "H", "H", "H", "H", "H", "H"], "positions_angstrom": [[-0.21274, -0.63208, -0.52382], [-3.30018, 0.83255, 0.27511], [-2.28928, 0.80946, 1.37340], [-2.65119, 1.27841, 2.65590], [-1.73928, 1.33600, 3.66778], [-0.39774, 0.96313, 3.42619], [0.65694, 1.01900, 4.37538], [0.31632, 1.57716, 6.13689], [1.93124, 0.67212, 4.01973], [2.21352, 0.26582, 2.70296], [3.98266, -0.16093, 2.21878], [1.22647, 0.18461, 1.75226], [1.46112, -0.13297, 0.46457], [-0.09644, 0.51412, 2.13313], [-1.04755, 0.39183, 1.14557], [-4.30354, 0.71506, 0.68013], [-3.11961, 0.07090, -0.47617], [-3.25569, 1.80433, -0.22539], [-3.67407, 1.58678, 2.81975], [-2.02763, 1.68294, 4.65103], [2.73225, 0.71668, 4.74407], [-0.14275, -2.60837, 1.36810], [-1.87447, -2.87942, 1.33883], [-2.50741, -3.38265, 2.45568], [-3.87906, -3.59343, 2.39015], [-4.58974, -3.30275, 1.23562], [-3.92270, -2.80736, 0.12614], [-4.79314, -2.42688, -1.31475], [-2.54859, -2.58774, 0.15968], [-1.65921, -2.05467, -1.27662], [-1.94713, -3.60842, 3.35200], [-4.39833, -3.98856, 3.25218], [-5.65816, -3.45972, 1.18666], [2.65194, 1.97180, -1.66193], [2.02109, 3.11545, -0.93688], [2.11835, 4.36462, -1.74566], [0.60137, 2.80775, -0.45534], [-0.29148, 2.31834, -1.55643], [-0.82604, 3.30773, -2.39010], [-1.54937, 2.99870, -3.52437], [-1.72147, 1.66290, -3.84892], [-1.23932, 0.67309, -3.00875], [-0.55311, 0.95533, -1.81596], [3.68156, 2.23962, -1.88666], [2.09631, 1.80130, -2.57968], [2.60509, 1.08991, -1.03149], [2.56455, 3.26759, -0.08688], [1.60892, 4.20527, -2.69141], [3.16942, 4.57691, -1.92407], [1.65874, 5.18445, -1.19922], [0.23810, 3.74380, -0.03088], [0.73114, 2.08781, 0.34207], [-0.67191, 4.34938, -2.12947], [-1.95873, 3.78164, -4.14732], [-2.25238, 1.38158, -4.74883], [-1.42691, -0.35280, -3.29278], [1.14764, -1.39662, -2.36098], [2.27128, -2.53354, -1.72996], [2.77677, -2.55323, -0.50347], [3.81047, -3.58374, -0.34969], [3.78406, -4.29549, -1.72153], [2.80709, -3.49508, -2.46761], [2.63857, -1.77413, 0.12509], [3.56629, -4.25614, 0.46988], [4.77601, -3.12242, -0.14824], [3.44548, -5.32671, -1.64182], [4.75278, -4.28092, -2.21594], [2.48279, -3.70909, -3.39572]]}



Entry b
{"formula": "C28H28Br2Cl2N4OOsS2", "method": "ωB97M-V/def2-TZVPD", "homo_energy_ev": -12.87, "molar_mass_g_mol": 921.637, "total_charge": 2, "homo_lumo_gap_ev": 5.66, "lumo_energy_ev": -7.2, "species": ["Os", "C", "C", "C", "C", "C", "C", "Br", "C", "C", "Br", "C", "O", "C", "N", "H", "H", "H", "H", "H", "H", "Cl", "C", "C", "C", "C", "C", "Cl", "C", "S", "H", "H", "H", "C", "N", "C", "C", "C", "C", "C", "C", "C", "C", "H", "H", "H", "H", "H", "H", "H", "H", "H", "H", "H", "H", "H", "S", "C", "N", "C", "C", "N", "H", "H", "H", "H", "H", "H"], "positions_angstrom": [[-0.07414, -0.67036, -0.13122], [-3.38159, -1.87223, 0.24029], [-3.24842, -0.58497, -0.51198], [-4.39252, -0.07848, -1.17561], [-4.34760, 1.09242, -1.86771], [-3.14080, 1.82971, -1.90918], [-2.95983, 3.08040, -2.55054], [-4.38539, 3.88421, -3.47985], [-1.75072, 3.71900, -2.49641], [-0.66820, 3.14329, -1.80682], [0.96067, 4.07006, -1.66937], [-0.78726, 1.91445, -1.20141], [0.16946, 1.34714, -0.46840], [-2.03898, 1.26277, -1.25214], [-2.09755, 0.06282, -0.58120], [-4.37203, -1.93014, 0.68897], [-2.63812, -1.97373, 1.02485], [-3.28982, -2.71670, -0.44849], [-5.30893, -0.64869, -1.11508], [-5.22448, 1.47206, -2.37444], [-1.61904, 4.67735, -2.97898], [-0.19319, -1.10878, -2.59019], [-0.27233, -2.86092, -2.62304], [-0.36275, -3.46598, -3.85797], [-0.40779, -4.85208, -3.90709], [-0.35728, -5.60508, -2.74508], [-0.26162, -4.97450, -1.51562], [-0.20022, -5.93820, -0.09096], [-0.21935, -3.57433, -1.42696], [-0.10323, -2.80404, 0.15441], [-0.39474, -2.87077, -4.75993], [-0.48076, -5.34975, -4.86426], [-0.38982, -6.68462, -2.78449], [3.10231, -0.68056, 2.89303], [3.15887, 0.80059, 2.71067], [4.56348, 1.27586, 2.88946], [2.49895, 1.28880, 1.41019], [2.88792, 0.44854, 0.23739], [4.16574, 0.65921, -0.28344], [4.70098, -0.16731, -1.25433], [3.93995, -1.23337, -1.69919], [2.63714, -1.38815, -1.25019], [2.04220, -0.53742, -0.30882], [3.51215, -0.91803, 3.87173], [3.69748, -1.14192, 2.11033], [2.07150, -1.00733, 2.82223], [2.61079, 1.22055, 3.46078], [5.19691, 0.75915, 2.17591], [4.87984, 1.03959, 3.90239], [4.60382, 2.34960, 2.72559], [2.80543, 2.32956, 1.30895], [1.43475, 1.23656, 1.59294], [4.74808, 1.50131, 0.07171], [5.69149, 0.01452, -1.64784], [4.33992, -1.92868, -2.42547], [2.08653, -2.22604, -1.65213], [-0.51798, -0.48434, 2.18107], [-1.31529, 1.01235, 2.48975], [-1.13763, 2.15954, 1.85476], [-2.06705, 3.19016, 2.33446], [-2.61309, 2.55733, 3.63061], [-2.18539, 1.15999, 3.48433], [-0.62092, 2.18975, 0.97794], [-2.84940, 3.36463, 1.59480], [-1.54291, 4.12451, 2.51777], [-3.69603, 2.61973, 3.69832], [-2.17663, 3.00081, 4.52514], [-2.41558, 0.41916, 4.12504]]}



Energies relative to the minimum, kcal/mol: entry a 0.0; entry b 11.6